(1)
C33H79BN3O5Sn | ωB97M-V with the def2-TZVPD basis set

Cartesian coordinates (Å):
1 Sn 6.628 -5.316 -22.357
2 B 5.685 -3.521 -26.995
3 H 6.741 -3.421 -26.797
4 H 5.377 -4.516 -26.714
5 H 5.094 -2.811 -26.436
6 H 5.524 -3.465 -28.060
7 C 8.499 -1.691 -36.735
8 C 7.947 -1.961 -35.383
9 N 8.708 -1.263 -34.294
10 C 8.554 -2.010 -32.992
11 C 9.487 -3.179 -32.834
12 C 8.114 0.090 -34.217
13 C 8.836 1.009 -33.190
14 H 9.520 -2.063 -36.816
15 H 8.530 -0.608 -36.859
16 H 7.869 -2.123 -37.512
17 H 6.878 -1.885 -35.188
18 H 8.104 -3.036 -35.294
19 H 8.731 -1.385 -32.117
20 H 7.540 -2.368 -32.811
21 H 9.495 -3.915 -33.638
22 H 10.511 -2.807 -32.881
23 H 9.319 -3.660 -31.870
24 H 7.077 -0.042 -33.908
25 H 8.034 0.599 -35.177
26 H 8.493 2.022 -33.401
27 H 9.925 0.990 -33.233
28 H 8.519 0.882 -32.155
29 C 12.177 -8.063 -23.199
30 C 11.333 -9.408 -23.511
31 N 10.136 -9.186 -24.346
32 C 9.589 -10.510 -24.577
33 C 8.961 -11.206 -23.382
34 C 10.443 -8.531 -25.646
35 C 11.381 -9.284 -26.593
36 H 12.691 -7.556 -24.015
37 H 12.923 -8.295 -22.439
38 H 11.562 -7.300 -22.721
39 H 11.981 -10.169 -23.946
40 H 10.971 -9.839 -22.578
41 H 8.876 -10.424 -25.398
42 H 10.378 -11.165 -24.945
43 H 8.291 -11.997 -23.720
44 H 9.723 -11.777 -22.852
45 H 8.385 -10.556 -22.724
46 H 10.925 -7.571 -25.461
47 H 9.548 -8.124 -26.116
48 H 12.236 -9.715 -26.071
49 H 11.768 -8.638 -27.381
50 H 10.718 -10.037 -27.018
51 C 3.211 -7.617 -32.508
52 C 4.487 -8.139 -31.838
53 N 4.778 -9.553 -32.082
54 C 6.003 -10.003 -31.363
55 C 6.182 -11.574 -31.421
56 C 4.752 -10.021 -33.489
57 C 5.910 -9.459 -34.375
58 H 2.421 -8.367 -32.556
59 H 3.322 -7.233 -33.521
60 H 2.772 -6.765 -31.989
61 H 5.353 -7.558 -32.154
62 H 4.289 -7.972 -30.779
63 H 6.919 -9.519 -31.702
64 H 5.915 -9.690 -30.323
65 H 5.242 -12.126 -31.440
66 H 6.637 -11.840 -32.375
67 H 6.865 -11.917 -30.643
68 H 3.810 -9.650 -33.891
69 H 4.751 -11.111 -33.526
70 H 5.877 -8.370 -34.358
71 H 5.795 -9.690 -35.434
72 H 6.891 -9.839 -34.089
73 C 4.612 1.947 -22.021
74 C 5.832 1.751 -21.170
75 O 6.239 0.639 -20.923
76 C 6.585 2.937 -20.578
77 H 4.285 0.993 -22.435
78 H 4.745 2.731 -22.766
79 H 3.744 2.306 -21.468
80 H 7.282 3.385 -21.286
81 H 7.180 2.577 -19.739
82 H 5.871 3.717 -20.310
83 C 1.422 -9.442 -26.669
84 C 2.623 -10.054 -26.009
85 O 3.387 -9.404 -25.357
86 C 2.893 -11.489 -26.305
87 H 0.551 -9.822 -26.136
88 H 1.242 -9.715 -27.709
89 H 1.451 -8.371 -26.466
90 H 3.185 -12.063 -25.425
91 H 3.746 -11.568 -26.978
92 H 2.031 -11.974 -26.763
93 C -1.477 -4.389 -22.670
94 C -0.300 -3.813 -23.468
95 O 0.821 -3.819 -22.995
96 C -0.580 -3.293 -24.849
97 H -2.206 -4.814 -23.360
98 H -1.862 -3.551 -22.090
99 H -1.013 -5.123 -22.011
100 H 0.308 -3.316 -25.481
101 H -0.990 -2.283 -24.812
102 H -1.362 -3.926 -25.267
103 C 2.982 -0.304 -30.475
104 C 3.067 1.053 -29.883
105 O 2.286 1.957 -30.218
106 C 4.051 1.310 -28.820
107 H 2.265 -0.312 -31.297
108 H 2.754 -1.146 -29.822
109 H 3.947 -0.560 -30.914
110 H 4.107 2.396 -28.742
111 H 5.005 0.892 -29.141
112 H 3.773 0.967 -27.824
113 C 12.693 -1.042 -25.764
114 C 11.325 -0.961 -25.138
115 O 11.080 -1.759 -24.169
116 C 10.281 0.018 -25.662
117 H 13.279 -1.723 -25.146
118 H 13.190 -0.075 -25.826
119 H 12.601 -1.350 -26.805
120 H 9.308 -0.192 -25.217
121 H 10.168 -0.077 -26.742
122 H 10.579 1.002 -25.303

Values from the calculation:
- HOMO energy (eV) = -9.8
- total charge = +1

Mulliken population analysis, charges in e, atoms 1 to 5: 1.27 0.08 -0.15 -0.11 -0.13

(2)
C3H5O5Pr | ωB97M-V with the def2-TZVPD basis set

Cartesian coordinates (Å):
1 O -1.281 -2.461 0.174
2 C -2.088 -1.577 0.656
3 C -2.679 -0.492 -0.648
4 O -2.416 0.766 -0.331
5 H 2.976 0.010 -1.888
6 H -1.715 -0.865 1.415
7 H -2.965 -2.330 0.726
8 H -3.751 -0.746 -0.673
9 H -2.142 -0.899 -1.521
10 Pr -0.356 1.763 -0.058
11 O 1.565 0.505 0.467
12 C 2.712 0.083 0.062
13 O 3.782 0.325 0.602
14 O 2.685 -0.551 -1.119

Values from the calculation:
- 2S+1 = 4
- HOMO energy (spin up / spin down) (eV) = -12.6 / -12.9
- total charge = +1
- energy relative to the best compared isomer or geometry (same formula, charge and spin) (kJ/mol) = 104.9
- <S²> = 3.941

Mulliken population analysis, charges in e, atoms 1 to 5: -0.34 -0.05 -0.32 -0.64 0.34

(3)
CH23O15V | ωB97M-V with the def2-TZVPD basis set

Cartesian coordinates (Å):
1 O -0.133 0.263 2.180
2 V 1.365 0.000 1.594
3 C 0.740 0.249 -0.712
4 O 0.401 1.156 0.114
5 O 0.173 0.097 -1.902
6 O 1.518 -0.581 -0.296
7 H -0.372 0.892 -2.046
8 O 0.070 3.812 2.216
9 H -0.465 3.430 1.535
10 H -0.212 4.752 2.037
11 O -2.330 2.205 -2.111
12 H -2.662 1.281 -2.191
13 H -3.123 2.634 -2.338
14 O -2.258 2.721 0.538
15 H -2.929 2.230 0.963
16 H -2.307 2.424 -0.371
17 O -2.019 -0.189 0.440
18 H -2.488 -0.634 1.163
19 H -1.679 0.672 0.669
20 O 3.405 -0.621 1.526
21 H 3.391 -1.429 1.029
22 H 4.158 -0.694 2.117
23 O 3.185 -2.988 -0.066
24 H 2.659 -2.868 -0.875
25 H 2.708 -3.708 0.352
26 O 0.613 -2.043 1.745
27 H 0.135 -2.048 2.561
28 H 0.009 -2.522 1.187
29 O 2.244 1.972 1.954
30 H 1.828 2.826 1.832
31 H 2.643 2.158 2.806
32 O 1.014 -2.694 -2.175
33 H 0.548 -2.585 -3.035
34 H 1.346 -1.802 -1.963
35 O -2.798 -0.453 -2.780
36 H -1.990 -0.894 -2.890
37 H -3.167 -0.358 -3.654
38 O -1.099 -2.575 -0.171
39 H -1.395 -1.637 0.018
40 H -0.714 -2.432 -0.992

Values from the calculation:
- 2S+1 = 2
- HOMO energy (spin up / spin down) (eV) = -13.5 / -14.1
- total charge = +1
- <S²> = 0.807

Mulliken population analysis, charges in e, atoms 1 to 5: -0.49 0.74 1.72 -0.54 -0.53

(4)
C3H5N3 | ωB97M-V with the def2-TZVPD basis set

Cartesian coordinates (Å):
1 C 1.365 -0.173 -0.093
2 C 0.281 0.377 -2.050
3 C 0.238 0.039 0.795
4 N 1.430 -0.055 -1.339
5 N -0.717 0.663 -1.440
6 N -0.234 -0.415 1.826
7 H 2.345 -0.373 0.308
8 H 0.358 0.149 -3.218
9 H -1.716 0.904 -1.608
10 H 0.357 -0.751 2.636
11 H -1.276 -0.144 1.940

Values from the calculation:
- HOMO energy (spin up / spin down) (eV) = -21.7 / -21.5
- total charge = +2
- energy relative to the best compared isomer or geometry (same formula, charge and spin) (kJ/mol) = 367.9

Mulliken population analysis, charges in e, atoms 1 to 5: -0.02 0.20 0.27 -0.18 -0.19

Which value of total charge does entry 3 give? +1

What is the total charge in the fourth record? +2

What is the total charge in the fourth record? +2

Number 2 is which compound? C3H5O5Pr